Entry 1:
This record from OMol25 describes the molecule C7H8N2S in a non-equilibrium geometry. The level of theory is ωB97M-V/def2-TZVPD.

Total energy ... -21199.670 eV
SMILES string ... CC1(C)S[C@H]2N=C2[C@@H]1C#N

Structure (XYZ):
```
18
Properties=species:S:1:pos:R:3:mulliken_charge:R:1
C -1.31 0.22 1.23 -1.317
C -0.49 -0.23 0.09 0.413
C -1.23 -1.10 -0.94 -1.371
S 0.89 -1.61 0.92 -0.175
C 2.34 -0.64 0.52 -0.221
N 2.46 -0.52 -1.07 -0.623
C 1.73 0.31 -0.43 0.237
C 0.35 0.88 -0.68 0.406
C 0.35 2.12 -0.02 -0.019
N 0.34 3.12 0.53 -0.481
H -1.85 1.14 0.69 0.316
H -0.83 0.63 2.10 0.343
H -2.11 -0.41 1.50 0.402
H -0.35 -1.50 -1.60 0.397
H -1.89 -0.53 -1.66 0.332
H -1.62 -2.03 -0.55 0.396
H 3.10 -0.49 1.14 0.516
H 0.13 0.64 -1.76 0.449
```

***

Entry 2:
This record from OMol25 describes a structure of composition C7H8N4 in a non-equilibrium geometry. The level of theory is ωB97M-V/def2-TZVPD.

Total energy ... -13343.742 eV

Structure (XYZ):
```
19
Properties=species:S:1:pos:R:3:mulliken_charge:R:1
C -3.29 -0.46 0.07 -1.637
C -1.71 -0.24 -0.02 0.654
N -0.94 -1.20 -0.04 -0.289
C 0.28 -1.11 -0.04 0.294
N 1.19 -2.20 -0.17 -0.980
N 2.27 -1.43 0.05 0.366
C 2.10 -0.13 0.16 -0.016
C 0.80 0.26 -0.13 0.559
C -0.08 1.38 -0.10 -0.583
C -1.34 1.06 -0.02 -0.052
H -2.14 2.12 0.01 0.086
H 0.26 2.46 -0.11 0.281
N 3.29 0.68 -0.19 -0.607
H 3.08 1.89 0.27 0.289
H 4.13 0.49 0.15 0.235
H 3.12 -1.90 0.10 0.167
H -3.76 -0.17 0.92 0.377
H -3.83 -0.06 -0.82 0.330
H -3.43 -1.42 -0.08 0.527
```

***

Entry 3:
This record from OMol25 describes the molecule C7H8N4O in a non-equilibrium geometry. The level of theory is ωB97M-V/def2-TZVPD.

Total energy ... -15395.480 eV
SMILES string ... Cc1ncc2c(n1)NC(=O)NC2

Structure (XYZ):
```
20
Properties=species:S:1:pos:R:3:mulliken_charge:R:1
C 3.57 -0.99 0.02 -0.917
C 2.26 -0.39 0.04 0.502
N 2.41 0.95 -0.07 -0.494
C 1.26 1.63 0.02 -0.487
C -0.01 1.01 -0.05 0.402
C 0.11 -0.38 -0.01 0.425
N 1.19 -1.12 -0.18 -0.643
N -1.10 -1.05 0.03 -0.004
C -2.33 -0.56 -0.04 0.327
O -3.35 -1.28 0.21 -0.654
N -2.45 0.80 -0.55 -0.383
C -1.40 1.47 0.29 -0.421
H 3.69 -1.54 -0.91 0.279
H 3.61 -1.60 1.04 0.216
H 4.37 -0.23 0.14 0.300
H 1.28 2.79 0.33 0.254
H -1.07 -2.11 0.13 0.313
H -3.37 1.23 -0.07 0.353
H -1.41 2.47 -0.09 0.466
H -1.40 1.40 1.50 0.167
```

***

Entry 4:
This record from OMol25 describes the molecule C7H8N4S in a non-equilibrium geometry. The level of theory is ωB97M-V/def2-TZVPD.

Total energy ... -24179.895 eV
SMILES string ... CSc1nc(C)n2nccc2n1

Structure (XYZ):
```
20
Properties=species:S:1:pos:R:3:mulliken_charge:R:1
C 3.63 0.27 0.17 -0.645
S 2.88 -1.37 -0.26 -0.095
C 1.08 -1.05 -0.21 0.336
N 0.97 0.33 -0.40 -0.413
C -0.26 0.82 -0.11 0.577
C -0.67 2.28 -0.05 -0.709
N -1.21 -0.15 -0.13 0.919
N -2.42 0.23 -0.22 -1.507
C -3.22 -0.94 -0.07 -0.376
C -2.38 -2.11 0.05 -0.555
C -1.07 -1.52 -0.01 0.739
N 0.10 -2.05 0.01 -0.572
H 3.01 0.73 1.20 0.200
H 3.80 0.94 -0.74 0.248
H 4.71 0.11 0.74 0.300
H -1.68 2.29 0.56 0.278
H 0.37 2.53 0.64 0.264
H -0.88 2.80 -1.16 0.256
H -4.26 -0.82 -0.18 0.483
H -2.48 -3.31 0.17 0.272
```

***

Entry 5:
This record from OMol25 describes a structure of composition C7H8N4S in a non-equilibrium geometry. The level of theory is ωB97M-V/def2-TZVPD.

Total energy ... -24180.983 eV

Structure (XYZ):
```
20
Properties=species:S:1:pos:R:3:mulliken_charge:R:1
C -2.86 -1.16 -1.10 -0.305
C -2.34 1.15 0.16 -0.500
C -1.11 -2.57 -0.79 -0.076
C -2.21 -0.20 -0.36 0.263
C -0.87 -0.58 0.08 0.547
C 0.81 0.64 1.49 -0.903
C 3.63 1.18 -0.31 -0.729
N -2.32 -2.31 -1.30 -0.555
N -1.30 1.49 0.87 -0.841
N -0.32 -1.77 -0.14 -0.535
N -0.35 0.49 0.77 0.623
S 3.18 0.39 1.15 -0.076
H -3.67 -0.88 -1.72 0.398
H -3.12 1.82 0.08 0.537
H -0.64 -3.47 -1.07 0.410
H 1.12 0.21 2.37 0.421
H 0.95 1.68 1.75 0.512
H 3.56 2.25 -0.38 0.290
H 3.13 0.66 -1.17 0.243
H 4.73 0.98 -0.36 0.275
```

***

> Which formula does entry 1 have?

C7H8N2S